Entry from the OMol25 dataset: a molecular structure, C27H58O4P2PtSi at a distorted geometry (ωB97M-V/def2-TZVPD).

Geometry as XYZ:
```
93
Properties=species:S:1:pos:R:3:forces:R:3
P 2.8067 -2.0578 -3.8364 2.931 1.400 0.628
P 4.2046 -1.4600 -0.3359 2.025 0.103 0.536
C 4.5885 -1.8781 -3.3160 0.592 -0.418 -0.487
C 4.9287 -2.3923 -1.9056 -0.345 -0.396 -0.087
H 4.8816 -0.8232 -3.4026 -0.463 -0.185 0.043
H 5.2270 -2.4160 -4.0454 -0.265 0.072 0.274
H 4.6493 -3.4564 -1.7989 -0.014 0.437 0.043
H 6.0231 -2.3609 -1.7317 -0.494 0.152 -0.159
C 5.7086 -0.4801 0.0975 -0.018 -0.038 -0.057
H 5.5356 0.1890 0.9453 -0.092 -0.070 -0.179
H 6.0494 0.0963 -0.7667 -0.084 -0.009 0.180
H 6.4941 -1.1887 0.3780 -0.052 0.128 -0.074
C 4.5304 -2.8999 0.7876 0.033 -0.201 -0.075
H 5.6090 -3.0929 0.8144 -0.255 -0.215 -0.141
H 3.9971 -3.7844 0.4254 0.131 -0.003 0.179
H 4.2045 -2.6884 1.8135 0.095 -0.045 -0.348
C 2.6083 -1.1068 -5.3538 -0.105 -0.101 -0.611
H 1.5316 -0.9802 -5.5315 0.222 0.049 -0.041
H 3.0494 -1.6492 -6.2022 -0.197 -0.027 0.263
H 3.0915 -0.1237 -5.3196 -0.179 -0.401 0.162
C 2.5684 -3.7660 -4.2638 -0.504 -0.510 -0.008
H 2.8987 -4.4339 -3.4641 -0.152 0.119 -0.042
H 3.1497 -3.9866 -5.1672 -0.064 0.157 0.210
H 1.5126 -3.9358 -4.4900 0.062 -0.154 0.090
Pt -2.0387 -0.3534 -0.7909 1.300 0.437 0.991
C 2.7364 -0.8387 0.6936 0.027 -0.560 -0.287
C 2.6479 0.6156 0.7026 -1.362 0.058 0.107
C 3.1327 1.4499 -0.3739 0.720 1.075 -0.556
C 2.3480 1.3297 -1.7022 -0.096 0.807 0.314
C 2.6335 0.1532 -2.5408 1.728 -0.786 -0.395
C 2.0500 -1.2256 -2.4600 -3.944 -0.954 0.071
C 1.8062 -2.2777 -1.2417 0.206 0.568 -0.972
C 1.5574 -1.6890 0.1417 -0.471 -0.122 0.204
C -2.5703 -0.5943 -2.5563 -1.540 -0.215 -3.315
H 2.9004 -1.1191 1.7558 0.117 -0.241 -0.581
H 1.7662 0.9720 1.2208 0.039 0.072 0.364
H 4.1933 1.2038 -0.5734 -0.549 0.256 -0.297
H 3.1305 2.5014 -0.0457 -0.157 -0.201 -0.092
H 1.2686 1.4747 -1.5700 -0.040 -0.053 0.403
H 2.6631 2.1900 -2.3071 -0.038 -0.055 0.131
H 2.6329 0.4897 -3.6146 0.153 -0.510 1.279
H 0.9908 -1.1260 -2.8189 -0.029 -0.133 0.115
H 2.6299 -3.0044 -1.2043 -0.017 0.104 0.085
H 0.9315 -2.9056 -1.5030 0.267 0.524 -0.086
H 0.5865 -1.1670 0.1643 0.292 0.181 0.079
H 1.4398 -2.5558 0.8073 -0.062 0.167 -0.073
H -3.4473 -1.2482 -2.5710 -0.047 -0.320 -0.762
H -1.6581 -1.1286 -2.9206 -0.244 -0.106 -0.569
H -2.7741 0.3014 -3.1992 0.244 -0.588 0.277
C -0.9048 -0.2413 4.3052 0.214 -0.143 0.086
C -2.4023 -0.2549 4.0185 -0.165 0.471 -0.370
C -2.8169 -1.5277 3.2961 0.054 -0.431 0.075
C -3.2103 -0.1391 5.3127 -0.107 0.091 0.185
O -2.6939 0.9036 3.1713 0.245 -0.110 0.595
Si -2.4257 0.9211 1.5420 0.827 -0.455 -0.639
O -1.2043 0.0209 1.0116 0.522 0.667 2.840
O -3.7373 0.2040 0.7769 -1.055 0.749 0.662
C -5.1147 0.7105 0.7975 0.534 -0.225 -0.243
C -5.9005 -0.2089 -0.1182 -0.170 -0.310 0.062
C -5.6690 0.6501 2.2104 -0.338 0.093 0.295
C -5.2005 2.1355 0.2736 -0.306 0.458 0.142
O -2.4270 2.4525 0.9499 0.279 0.787 0.138
C -1.5223 3.5708 0.8243 -0.385 -0.522 0.377
C -0.0980 3.1073 0.5752 0.472 0.062 -0.004
C -1.9567 4.4341 -0.3580 -0.133 0.071 -0.146
C -1.6337 4.3664 2.1243 0.055 0.039 0.019
H -0.6257 -1.0993 4.9328 -0.065 0.143 -0.079
H -0.6162 0.6782 4.8320 -0.111 -0.157 -0.129
H -0.3513 -0.3074 3.3597 -0.144 0.050 0.150
H -2.7375 -2.3751 3.9883 -0.016 0.068 -0.088
H -3.8567 -1.4582 2.9526 0.327 -0.029 0.066
H -2.1601 -1.7157 2.4422 -0.190 0.056 -0.008
H -2.9576 0.7583 5.8887 -0.037 -0.015 -0.243
H -4.2907 -0.1468 5.1183 0.239 0.116 -0.091
H -3.0045 -1.0010 5.9634 0.063 0.133 -0.220
H -5.8337 -1.2499 0.2337 0.001 0.298 -0.126
H -6.9540 0.0992 -0.1175 0.153 -0.114 -0.062
H -5.5105 -0.1559 -1.1370 0.013 -0.031 0.071
H -5.1186 1.3039 2.8955 -0.002 -0.222 -0.130
H -6.7141 0.9921 2.2040 0.186 -0.091 -0.063
H -5.6630 -0.3761 2.5910 0.073 0.147 0.003
H -4.6763 2.8505 0.9244 -0.126 -0.329 -0.322
H -4.8038 2.1947 -0.7416 0.112 0.059 0.094
H -6.2601 2.4349 0.2517 0.201 -0.131 -0.073
H -0.0001 2.6383 -0.4119 -0.172 -0.055 0.331
H 0.5665 3.9825 0.5909 -0.083 -0.097 -0.005
H 0.2509 2.4090 1.3435 -0.205 0.062 -0.127
H -2.9961 4.7649 -0.2599 0.112 -0.136 0.033
H -1.3244 5.3315 -0.4082 -0.094 -0.173 0.055
H -1.8430 3.8958 -1.3058 -0.099 -0.028 0.201
H -2.6622 4.7330 2.2305 0.204 -0.076 0.076
H -1.3963 3.7183 2.9757 -0.070 0.119 -0.106
H -0.9481 5.2230 2.1270 -0.117 -0.107 -0.008
```
Forces are in eV/Å.

Relative energy (zero: lowest compared OMol25 entry of this formula, charge and spin): 3.6832 eV
2S+1: 3
⟨S²⟩: 2.2361
Frontier orbital gap (alpha / beta): 0.188 / 0.185 Ha

***

Entry from the OMol25 dataset: 9 unconnected molecules or ions with the total composition C27H59F6NO10S at a distorted geometry (ωB97M-V/def2-TZVPD).

Geometry as XYZ:
```
104
Properties=species:S:1:pos:R:3:forces:R:3
O 2.2095 0.2545 2.8839 -0.618 0.629 0.204
S 2.2113 -0.7614 1.9086 0.741 0.429 0.697
O 3.4288 -1.4341 1.6686 0.048 -0.751 -0.480
F 1.1652 -1.8170 2.3466 -0.123 -0.124 -0.300
N 1.4982 -0.2323 0.5143 0.888 -0.278 -0.517
C 1.6677 -1.1993 -0.6092 -0.513 -0.912 -0.562
C 0.3882 -1.3265 -1.4401 -0.054 -0.064 0.307
C -0.7466 -1.9742 -0.5970 0.615 0.773 0.040
C -1.8959 -1.0456 -0.2592 0.704 -0.964 -0.017
C -2.2418 0.0664 -0.9788 0.572 0.320 -1.020
C -3.2745 0.8903 -0.6000 -0.016 0.783 -0.672
C -3.9930 0.6174 0.5286 -0.530 0.470 0.060
C -3.6665 -0.5099 1.2325 -0.792 -0.397 1.398
C -2.6387 -1.3307 0.8637 -0.107 -0.420 0.420
C 1.8635 1.1298 0.1873 -0.916 0.755 0.582
F 3.1158 1.4581 0.5586 0.019 -0.024 0.075
F 1.8011 1.3254 -1.1324 0.055 -0.333 -0.157
C 0.8102 2.1420 0.8408 -0.446 -0.253 -0.536
F 1.4129 3.1699 1.4306 0.039 -0.112 0.040
F 0.0218 2.6142 -0.1400 0.307 0.158 0.095
F -0.0035 1.5306 1.6909 0.338 0.127 0.285
H 1.8450 -2.1801 -0.1648 0.211 0.148 0.066
H 2.5229 -0.9703 -1.2462 0.071 0.218 0.279
H 0.6147 -1.9189 -2.3276 0.062 0.020 0.055
H 0.1486 -0.3269 -1.8005 -0.249 -0.164 -0.063
H -1.1040 -2.9167 -1.0146 -0.002 0.159 -0.238
H -0.2867 -2.2398 0.3613 -0.230 -0.176 -0.052
H -1.6873 0.3314 -1.8710 -0.048 -0.068 -0.026
H -3.4830 1.7559 -1.2186 -0.093 0.040 0.113
H -4.7937 1.2654 0.8606 -0.038 -0.029 -0.025
H -4.2402 -0.7651 2.1150 -0.022 0.055 -0.015
H -2.4389 -2.1947 1.4892 0.223 -0.054 -0.158
C 5.1077 5.0485 1.0929 0.044 -0.039 -0.033
C 4.3117 6.2361 0.5851 -0.230 -0.335 0.063
O 3.5412 5.8862 -0.5620 0.116 0.145 -0.096
H 5.7744 4.6743 0.3146 0.029 0.069 -0.001
H 5.7035 5.3215 1.9651 -0.023 -0.027 0.012
H 4.4415 4.2264 1.3678 -0.008 0.043 0.094
H 4.9773 7.0468 0.2918 -0.075 0.019 -0.099
H 3.6373 6.6083 1.3637 0.137 0.086 0.084
H 2.9417 5.1787 -0.3053 -0.016 0.005 -0.010
C -0.4141 -3.7806 -5.5365 0.076 0.052 -0.036
C -0.8277 -3.8205 -4.0787 -0.316 0.036 -0.239
O -1.6641 -2.7115 -3.7534 0.171 -0.016 0.139
H 0.1154 -2.8514 -5.7502 0.057 -0.028 0.052
H 0.2361 -4.6220 -5.7822 -0.020 0.005 -0.032
H -1.2892 -3.8131 -6.1906 -0.002 -0.101 0.015
H 0.0491 -3.7660 -3.4346 -0.070 0.047 0.081
H -1.3643 -4.7481 -3.8530 0.153 -0.084 0.036
H -2.4412 -2.7675 -4.3175 -0.036 0.078 0.038
C 3.8299 -2.1249 -7.1121 -0.044 -0.045 -0.033
C 2.8414 -1.1757 -6.4604 0.427 -0.008 0.155
O 2.9179 -1.2657 -5.0383 -0.267 -0.040 -0.005
H 3.6327 -3.1514 -6.8003 -0.061 0.010 -0.031
H 3.7687 -2.0698 -8.2002 0.041 0.000 0.005
H 4.8519 -1.8859 -6.8085 0.002 0.065 -0.075
H 1.8222 -1.4291 -6.7482 -0.038 0.030 0.131
H 3.0377 -0.1424 -6.7640 -0.079 -0.022 -0.133
H 3.8146 -1.0326 -4.7798 -0.002 0.002 0.016
C -7.7395 -0.8222 0.4710 0.026 0.194 0.037
C -7.5590 -1.4840 1.8222 -0.068 0.393 -0.049
O -6.5927 -0.7917 2.6129 0.032 -0.184 0.110
H -6.7911 -0.7916 -0.0679 -0.001 -0.083 0.003
H -8.4667 -1.3607 -0.1297 0.015 0.012 -0.030
H -8.0765 0.2126 0.5895 -0.043 -0.026 0.058
H -7.2025 -2.5061 1.7006 0.077 0.021 0.086
H -8.5087 -1.5114 2.3680 -0.040 -0.140 -0.069
H -6.9056 0.1097 2.7342 -0.002 0.002 0.003
C -10.2680 -5.0501 -1.7497 0.031 -0.044 0.039
C -9.9823 -3.7493 -1.0229 0.074 -0.025 -0.379
O -8.6441 -3.3120 -1.2543 -0.061 -0.172 0.107
H -9.5746 -5.8267 -1.4253 -0.030 0.008 0.060
H -11.2881 -5.3886 -1.5619 0.003 -0.002 -0.036
H -10.1351 -4.9272 -2.8272 -0.093 0.031 -0.004
H -10.0959 -3.8800 0.0527 0.103 0.075 0.015
H -10.6745 -2.9662 -1.3503 -0.113 -0.052 0.104
H -8.5390 -3.1833 -2.2021 0.042 0.002 0.003
C 6.7853 7.1885 3.9919 -0.008 0.066 -0.060
C 7.4246 7.5640 5.3150 -0.249 -0.213 0.071
O 6.4880 8.2266 6.1622 0.126 0.209 -0.027
H 6.4054 8.0768 3.4841 0.074 0.018 -0.010
H 7.5034 6.6887 3.3380 -0.032 -0.022 -0.007
H 5.9347 6.5208 4.1524 0.084 -0.098 0.021
H 8.2595 8.2462 5.1561 -0.080 0.109 0.089
H 7.7971 6.6739 5.8270 0.099 -0.022 -0.114
H 5.7556 7.6216 6.3123 0.018 -0.017 0.037
C -3.9938 -5.1711 1.0859 0.020 0.040 0.032
C -3.1493 -5.0630 -0.1696 0.031 -0.285 0.192
O -1.7770 -5.3482 0.1041 0.024 0.220 -0.117
H -3.6297 -4.4830 1.8498 -0.028 0.054 -0.044
H -5.0395 -4.9409 0.8755 0.001 -0.016 0.014
H -3.9361 -6.1791 1.5047 -0.070 -0.024 -0.056
H -3.1936 -4.0511 -0.5726 0.116 -0.009 -0.019
H -3.5105 -5.7566 -0.9368 -0.109 0.101 -0.046
H -1.7254 -6.2442 0.4500 0.012 0.006 0.017
C 7.7623 3.2346 3.8519 -0.003 0.051 -0.013
C 8.3849 3.6059 5.1852 -0.323 -0.202 -0.025
O 7.4390 4.2555 6.0324 0.096 0.110 -0.002
H 7.3808 4.1243 3.3494 0.063 0.014 -0.004
H 8.4904 2.7482 3.2007 -0.030 -0.022 -0.003
H 6.9169 2.5573 3.9952 0.060 -0.071 -0.008
H 9.2146 4.2972 5.0409 -0.041 0.064 0.107
H 8.7642 2.7138 5.6939 0.141 0.012 -0.078
H 6.7079 3.6462 6.1741 -0.006 0.008 0.022
```
Forces are in eV/Å.

2S+1: 1
Frontier orbital gap: 0.341 Ha

***

Look up the 2S+1 of the second one. 1

***

What is the 2S+1 in the second record? 1